Entry 1:
A single C10H10N2 molecule. Source: the OMol25 dataset; level of theory: ωB97M-V with the def2-TZVPD basis set.

Last column: natural (NBO) charge in e.
CARTESIAN COORDINATES (ANGSTROEM)
C1 2.3036 -0.5493 -0.7045  -0.386
C2 2.1465 1.8403 -1.2881  -0.123
C3 1.1922 2.8056 -0.9789  -0.062
C4 0.3241 1.0052 -0.2669  0.318
C5 -0.6328 -0.0111 0.2832  -0.148
C6 -1.4726 0.4872 1.1794  -0.129
C7 -2.5268 -0.3553 1.8209  -0.189
C8 -2.5846 -1.6582 1.3214  -0.191
C9 -1.7294 -2.1505 0.3487  -0.226
C10 -0.8341 -1.2478 -0.2391  -0.163
H1 1.9577 -1.1567 -0.0727  0.203
H2 3.3400 -0.4477 -0.7130  0.209
H3 2.2835 -1.0684 -1.6487  0.197
H4 3.0789 1.7012 -1.5016  0.198
H5 1.3034 3.9300 -1.2426  0.201
H6 -1.4191 1.3811 1.6689  0.223
H7 -3.1556 -0.1824 2.5094  0.195
H8 -3.2901 -2.4988 1.8123  0.203
H9 -1.8006 -3.0686 -0.0310  0.205
H10 -0.1368 -1.8312 -1.0838  0.210
N1 1.5754 0.7455 -0.7761  -0.293
N2 0.0772 2.3299 -0.3972  -0.454

Values from the calculation:
SMILES: Cn1ccnc1-c1ccccc1
HOMO-LUMO gap (eV): 8.924
Energy above the lowest of the compared OMol25 structures with the same formula, charge and spin (kcal/mol): 92.00
2S+1: 1
Energy (eV): -13509.106
E_LUMO (eV): 0.75
HOMO (hartree): -0.30033
F_max (eV Å⁻¹): 10.41

***

Entry 2:
2 unconnected molecules or ions with the total composition C10H10N2O. Source: the OMol25 dataset; level of theory: ωB97M-V with the def2-TZVPD basis set.

Last column: natural (NBO) charge in e.
CARTESIAN COORDINATES (ANGSTROEM)
O1 -1.5368 -1.1687 0.2827  -0.710
C1 0.1468 -0.9338 -3.5194  -0.261
C2 -0.5164 -2.0846 -3.0903  -0.188
C3 0.2486 0.1589 -2.6600  -0.189
C4 -1.0742 -2.1475 -1.8157  -0.275
C5 -0.3072 0.1043 -1.3817  -0.320
C6 -0.9686 -1.0501 -0.9606  0.311
H1 -1.3870 -0.3253 0.7751  0.501
H2 0.5849 -0.8891 -4.5252  0.213
H3 -0.6028 -2.9515 -3.7586  0.213
H4 0.7674 1.0709 -2.9838  0.212
H5 -1.5988 -3.0457 -1.4642  0.224
H6 -0.2262 0.9660 -0.7060  0.217
N1 -0.5301 0.7516 1.7494  -0.508
N2 0.1157 2.4404 3.3269  -0.436
C7 -0.7530 1.8301 2.5110  0.271
C8 0.7040 0.2340 1.8202  0.085
C9 1.3421 1.9027 3.3789  0.083
C10 1.6900 0.7822 2.6328  -0.302
H7 -1.7610 2.2625 2.4607  0.191
H8 0.9003 -0.6509 1.2005  0.225
H9 2.0644 2.3936 4.0443  0.206
H10 2.6980 0.3499 2.6830  0.236

Values from the calculation:
SMILES: Oc1ccccc1.c1cncnc1
HOMO-LUMO gap (eV): 8.378
Energy above the lowest of the compared OMol25 structures with the same formula, charge and spin (kcal/mol): 11.55
2S+1: 1
Energy (eV): -15559.666
E_LUMO (eV): 0.13
HOMO (hartree): -0.30328
F_max (eV Å⁻¹): 1.31

***

Entry 3:
2 unconnected molecules or ions with the total composition C10H10N2O2. Source: the OMol25 dataset; level of theory: ωB97M-V with the def2-TZVPD basis set.

Last column: natural (NBO) charge in e.
CARTESIAN COORDINATES (ANGSTROEM)
C1 -2.8364 -0.7146 0.7863  0.649
C2 -2.0355 -1.5447 -0.1236  -0.392
C3 -1.3411 -0.9196 -1.1128  0.099
C4 -2.1182 1.2966 -0.4351  0.775
C5 2.7927 0.8833 1.1064  -0.171
C6 1.4668 1.1447 0.8466  -0.231
C7 0.7768 0.2683 0.0814  -0.193
C8 1.3236 -0.8496 -0.4848  -0.244
C9 2.6212 -0.9754 -0.2552  -0.205
C10 3.5111 -0.1794 0.4336  -0.213
H1 -3.2139 1.2832 1.3254  0.447
H2 -1.9740 -2.5875 0.0923  0.251
H3 -0.7485 -1.3904 -1.8713  0.216
H4 -0.9608 0.8894 -2.0542  0.433
H5 3.1709 1.6727 1.7029  0.203
H6 0.9361 1.8761 1.2773  0.209
H7 -0.1955 0.5937 -0.2382  0.201
H8 0.7593 -1.3366 -1.3478  0.198
H9 3.2538 -1.8058 -0.5292  0.204
H10 4.5324 -0.1723 0.3347  0.218
N1 -2.8594 0.6762 0.5192  -0.642
N2 -1.4382 0.4522 -1.3069  -0.628
O1 -3.5112 -1.0664 1.6998  -0.567
O2 -1.9122 2.5060 -0.4470  -0.618

Values from the calculation:
SMILES: O=c1cc[nH]c(=O)[nH]1.c1ccccc1
HOMO-LUMO gap (eV): 9.501
Energy above the lowest of the compared OMol25 structures with the same formula, charge and spin (kcal/mol): 75.17
2S+1: 1
Energy (eV): -17605.282
E_LUMO (eV): 0.32
HOMO (hartree): -0.33756
F_max (eV Å⁻¹): 6.92

***

Entry 4:
A molecular structure, C10H10N2O2Pb. Source: the OMol25 dataset; level of theory: ωB97M-V with the def2-TZVPD basis set.

Last column: natural (NBO) charge in e.
CARTESIAN COORDINATES (ANGSTROEM)
Pb1 0.3320 0.7730 -1.4262  1.312
C1 0.3640 1.6151 -4.0792  -0.338
C2 -0.9296 1.1266 -3.7893  -0.348
C3 -0.8338 -0.2801 -3.6025  -0.357
C4 0.5193 -0.6458 -3.7678  -0.343
C5 1.2573 0.5269 -4.0547  -0.323
H1 0.6172 2.6409 -4.3002  0.234
H2 -1.8462 1.6963 -3.8177  0.238
H3 -1.6627 -0.9567 -3.4581  0.242
H4 0.9115 -1.6510 -3.7313  0.238
H5 2.3151 0.5696 -4.2663  0.233
C6 -0.3106 -2.1036 3.9287  -0.393
N1 -0.1465 -0.9083 3.1147  -0.421
C7 0.0154 0.3244 3.6681  0.098
C8 0.1694 1.4360 2.9272  -0.404
C9 0.1459 1.2824 1.4907  0.616
O1 0.2746 2.2457 0.6935  -0.732
N2 -0.0094 0.0450 0.9663  -0.744
C10 -0.1527 -1.0790 1.7205  0.766
O2 -0.2829 -2.2014 1.2583  -0.652
H6 -0.2998 -1.8121 4.9767  0.197
H7 0.4947 -2.8091 3.7341  0.218
H8 -1.2527 -2.5939 3.6925  0.219
H9 0.0130 0.3498 4.7502  0.207
H10 0.2975 2.4093 3.3720  0.237

Values from the calculation:
HOMO-LUMO gap (eV): 8.416
Energy above the lowest of the compared OMol25 structures with the same formula, charge and spin (kcal/mol): 3.74
2S+1: 1
Energy (eV): -22855.376
E_LUMO (eV): -0.28
HOMO (hartree): -0.31965
F_max (eV Å⁻¹): 0.24

***

Entry 5:
2 unconnected molecules or ions with the total composition C10H10N2O3. Source: the OMol25 dataset; level of theory: ωB97M-V with the def2-TZVPD basis set.

Last column: natural (NBO) charge in e.
CARTESIAN COORDINATES (ANGSTROEM)
C1 -1.7497 1.4769 2.8530  -0.271
C2 -1.0200 -0.8319 -2.3562  -0.332
C3 -1.1658 1.7078 1.6401  -0.229
C4 0.1114 -0.3701 -3.1333  -0.328
C5 -1.1562 0.3350 3.4693  0.078
C6 -0.5808 -1.9527 -1.7498  0.095
C7 -0.1144 0.7562 1.4704  0.262
C8 1.0894 -1.2892 -3.0069  0.098
C9 1.0288 1.4840 -0.5355  -0.350
C10 0.8322 0.5733 0.3978  -0.031
N1 -0.2058 -0.1282 2.5773  -0.505
N2 1.6656 -0.5626 0.4480  0.444
O1 2.7086 -0.5774 -0.1939  -0.444
O2 1.3286 -1.5416 1.1286  -0.536
O3 0.7142 -2.1765 -2.0576  -0.404
H1 -2.3858 2.1897 3.4206  0.239
H2 -1.9536 -0.3925 -2.0946  0.225
H3 -1.2496 2.5838 1.0770  0.232
H4 0.2097 0.4095 -3.7979  0.218
H5 -1.4906 -0.2646 4.3315  0.232
H6 -1.0879 -2.5313 -0.9587  0.211
H7 1.6030 1.0301 -1.3020  0.229
H8 0.4391 2.3273 -0.7297  0.195
H9 2.0875 -1.3515 -3.5498  0.222
H10 0.3421 -0.9036 2.6524  0.452

Values from the calculation:
HOMO-LUMO gap (spin up / spin down) (eV): 6.494 / 5.839
Energy above the lowest of the compared OMol25 structures with the same formula, charge and spin (kcal/mol): 87.85
2S+1: 3
Energy (eV): -19647.145
E_LUMO (spin up / spin down) (eV): 0.43 / -2.81
HOMO (spin up / spin down) (hartree): -0.22270 / -0.31773
F_max (eV Å⁻¹): 6.60

***

Entry 6:
A molecular structure, C10H10N2OS. Source: the OMol25 dataset; level of theory: ωB97M-V with the def2-TZVPD basis set.

Last column: natural (NBO) charge in e.
CARTESIAN COORDINATES (ANGSTROEM)
C1 -3.9231 -0.4120 -0.1137  -0.222
C2 -3.6810 0.7379 -0.9409  -0.198
C3 -2.8957 -1.0928 0.4256  -0.175
C4 -2.4024 1.2112 -1.1671  -0.203
C5 -1.5763 -0.8289 0.0938  -0.143
C6 -1.2657 0.4297 -0.6173  0.201
C7 -0.5488 -1.6113 0.4852  -0.109
C8 0.7543 -1.2132 0.1935  -0.290
C9 4.4603 0.2624 -0.0621  0.734
C10 0.9340 -0.0212 -0.4689  0.128
N1 -0.0319 0.7468 -0.9401  -0.432
N2 5.2288 0.9601 -0.8659  -0.841
O1 4.5443 -0.5877 0.7514  -0.539
S1 2.5903 0.6160 -0.9123  -0.117
H1 -4.9657 -0.7428 0.1591  0.220
H2 -4.5442 1.3959 -1.3500  0.220
H3 -3.1428 -2.0597 0.9068  0.208
H4 -2.3451 2.1300 -1.6720  0.224
H5 -0.9907 -2.6184 0.9154  0.223
H6 1.6251 -1.7420 0.5314  0.237
H7 0.5499 1.1750 3.9029  -0.003
H8 4.8146 1.4202 -1.7365  0.454
H9 6.1885 0.9312 -0.6337  0.417
H10 0.6232 0.9134 3.1153  0.003

Values from the calculation:
HOMO-LUMO gap (eV): 8.336
Energy above the lowest of the compared OMol25 structures with the same formula, charge and spin (kcal/mol): 77.98
2S+1: 1
Energy (eV): -26392.656
E_LUMO (eV): 0.15
HOMO (hartree): -0.30068
F_max (eV Å⁻¹): 4.78

***

Q: Which value of F_max does entry 3 give?
A: 6.92 eV Å⁻¹

***

Q: Look up the energy of the third one.
A: -17605.282 eV

***

Q: What is the formula in the first record?
A: C10H10N2